[1]
C43H47N3OsP2S2 | the ωB97M-V functional and the def2-TZVPD basis

* 2S+1: 5
* HOMO-LUMO gap (alpha / beta): 5.8904 / 6.5330 eV
* calculated total energy: -92537.1930 eV
* net charge: 0
* energy above the lowest of the compared OMol25 structures with the same formula, charge and spin: 0.327 eV

Element x y z (Å)
P 2.27300 -0.18997 1.67228
C 3.06716 -1.70401 -2.08147
H -2.37028 -2.34825 1.23760
C 4.51656 1.19144 -1.36628
H -5.08566 1.56289 -1.62504
C -1.38824 -2.81769 1.15942
N -2.41539 0.17605 0.09231
H -1.82040 -4.62691 -2.18187
C 3.68701 1.44058 3.42633
H -1.16848 -2.35768 -2.13895
C 3.89887 3.04386 -3.33707
H 1.15117 -2.84703 0.54117
C -1.97351 3.39042 -0.33274
H 3.95857 -4.72575 2.68079
H -2.20956 2.64728 -1.10184
C 0.23720 -4.57037 -0.48916
H 0.08135 4.40979 -1.73987
S 0.43078 -0.13920 -2.64803
C 5.92273 -2.07412 1.91166
H 3.60392 0.60967 4.11725
C -0.21860 2.00080 0.79590
C 4.31850 2.61206 3.81554
H 4.76337 0.46331 -0.59755
C -3.55447 0.21410 0.07897
H -0.78689 -2.46857 1.99133
H -0.32651 5.44003 0.47048
C -7.10783 -0.39271 1.01869
C -0.15272 4.48250 0.97880
P 2.12743 -0.21160 -1.58242
H 5.01797 -4.83271 -3.29036
H 5.27107 -4.03237 -0.95418
H 1.39274 3.44093 -1.05739
C 5.42325 2.19433 -1.67698
H 4.02850 -2.06050 -0.19431
H 6.34037 -4.13803 2.33585
C 3.29183 1.11276 -2.03248
C 0.32040 3.45527 -1.24813
H -8.85226 0.41697 0.06921
H 3.91687 4.41855 0.97006
N -1.17279 -4.87798 -0.21231
C -5.00313 0.26142 0.06848
C 2.98719 2.03912 -3.02220
H -5.18982 -1.02939 1.76494
C -7.04871 1.07625 -0.88364
H 2.03413 1.97178 -3.53405
H 3.52743 -3.61488 -4.85145
C 4.23352 -3.71155 2.41291
C 4.61836 -3.50925 -1.64636
C 4.93376 -1.10770 1.76203
C -1.99968 -4.18101 -1.20322
C -1.67108 -2.66022 -1.22303
H 0.89499 4.44264 1.29293
C 1.60498 -0.10623 0.06528
H -2.57648 -2.06527 -1.12733
H 0.97880 -2.63686 -1.19088
H -2.21657 4.38454 -0.73168
H 0.09422 2.64431 -1.94356
H 2.26976 -1.63249 -4.07299
C 3.24703 -2.74111 2.27401
C 0.50975 -3.05167 -0.31177
Os -0.41757 0.08820 0.10124
H 2.77659 2.31770 0.29485
H -0.81949 -4.82282 1.83746
H -3.04829 -4.35319 -0.94831
H -7.56438 1.67203 -1.62614
C 4.40849 3.68388 2.92810
H 6.37097 2.25278 -1.15141
H -0.15042 2.09595 1.87243
C 3.91603 -2.38750 -1.21431
N -0.76534 -2.32571 -0.09551
C 2.93486 -2.15479 -3.39625
C 3.13972 1.33319 2.14501
H -7.66969 -0.94435 1.76222
H -2.51594 -4.68924 1.37947
C 5.57149 -3.38091 2.22501
H 0.45863 -4.88826 -1.50980
H 5.21364 -0.08962 1.51852
C 3.58675 -1.43680 1.92724
H 2.20623 -2.98051 2.45701
C -1.50475 -4.36552 1.12158
C -7.76998 0.37058 0.06760
C 3.63927 -3.27210 -3.82817
C 3.21721 2.40734 1.27356
C 4.47873 -3.95419 -2.95341
H 3.65775 3.76722 -4.10860
H -2.61021 3.20028 0.53840
H 6.96579 -1.80463 1.78859
C 5.11152 3.12364 -2.66442
C -0.48198 3.30885 0.05285
S 0.73944 -0.54907 2.89222
C 3.85746 3.58315 1.66033
H -0.77651 4.45432 1.88003
C -5.66294 1.01992 -0.88806
H 5.81743 3.90895 -2.90915
H 4.73581 2.69636 4.81289
H 0.86413 -5.15824 0.18254
C -5.72154 -0.44579 1.02346
H 4.90920 4.59735 3.23132

Listed below, in e, are the Löwdin charges computed for each atom:
1. P 0.433
2. C -0.338
3. H 0.100
4. C -0.096
5. H 0.121
6. C -0.176
7. N -0.010
8. H 0.114
9. C -0.093
10. H 0.066
11. C -0.074
12. H 0.082
13. C -0.091
14. H 0.105
15. H 0.061
16. C -0.134
17. H 0.087
18. S 0.315
19. C -0.073
20. H 0.109
21. C -0.226
22. C -0.078
23. H 0.092
24. C -0.077
25. H 0.028
26. H 0.081
27. C -0.068
28. C -0.073
29. P 0.466
30. H 0.102
31. H 0.101
32. H 0.062
33. C -0.076
34. H 0.061
35. H 0.104
36. C -0.333
37. C -0.079
38. H 0.108
39. H 0.108
40. N -0.157
41. C -0.205
42. C -0.104
43. H 0.119
44. C -0.066
45. H 0.072
46. H 0.103
47. C -0.070
48. C -0.067
49. C -0.109
50. C -0.147
51. C -0.171
52. H 0.070
53. C -0.731
54. H 0.091
55. H 0.061
56. H 0.081
57. H 0.031
58. H 0.072
59. C -0.110
60. C -0.163
61. Os 1.124
62. H 0.071
63. H 0.116
64. H 0.114
65. H 0.109
66. C -0.084
67. H 0.107
68. H 0.011
69. C -0.073
70. N -0.243
71. C -0.104
72. C -0.350
73. H 0.109
74. H 0.113
75. C -0.087
76. H 0.119
77. H 0.101
78. C -0.359
79. H 0.074
80. C -0.147
81. C -0.073
82. C -0.079
83. C -0.094
84. C -0.086
85. H 0.104
86. H 0.078
87. H 0.107
88. C -0.083
89. C -0.681
90. S 0.296
91. C -0.074
92. H 0.084
93. C -0.024
94. H 0.102
95. H 0.102
96. H 0.114
97. C -0.028
98. H 0.101


[2]
C43H48BBr3N9O2RbS3 | the ωB97M-V functional and the def2-TZVPD basis

* 2S+1: 1
* HOMO-LUMO gap: 7.2056 eV
* calculated total energy: -306844.9338 eV
* net charge: 0
* energy above the lowest of the compared OMol25 structures with the same formula, charge and spin: 1.215 eV

Element x y z (Å)
C -0.44512 2.03873 -0.20859
C -7.67414 1.88376 -3.31149
H 2.76694 -1.49855 -2.11485
C 2.89004 2.45298 3.68628
C 2.65433 -4.74939 3.42216
C 1.95263 1.06270 -1.16331
C -7.56508 1.41934 -2.01304
H 3.23714 1.44820 3.44736
C 3.15654 -0.59682 -2.58186
H -1.98322 -5.28694 0.14212
C 1.72389 2.41224 4.67591
H 1.84438 -5.44513 3.65023
C 1.58712 2.40839 -1.43665
H 3.96462 -2.38815 4.02398
H 2.45186 -0.28905 -3.35523
H 0.50828 -3.58728 4.71649
O -0.25123 0.18045 -3.19661
C -6.28725 1.26965 -1.49555
H 4.40189 2.39124 -1.34213
H -4.71901 1.13520 -5.95840
C -1.54409 0.43200 2.91583
C 0.23721 -2.47729 -5.43553
C -0.74273 -0.71216 -3.92431
C 0.54608 1.65484 4.08675
C 3.93993 -0.11504 -0.25429
H 4.13214 0.65104 0.50139
O -1.85559 -0.66562 -4.48857
Br -2.40638 1.03866 -7.80243
N -3.04931 2.79556 -3.55310
H 2.12580 4.44118 5.32263
H -1.20303 -4.72981 -1.31976
C -2.66811 1.76536 -6.08655
N 0.82315 -1.91219 1.90470
C -5.30353 1.96230 -3.43844
C 2.17355 1.71944 5.96938
C -1.01094 -5.05172 -0.29752
Rb -2.60217 0.35081 -2.33338
H -1.01466 4.41873 -1.47020
N -0.31200 0.45662 2.41100
C 3.32530 0.49943 -1.52090
N -0.11279 -1.64381 0.99045
H -3.20492 1.35500 5.75681
N -0.03640 0.73408 -0.06599
H 0.67336 4.80377 -1.91972
C -0.35433 -3.95998 0.48041
H 3.26129 -0.85472 0.16914
H 1.04244 -1.90712 4.53463
C -6.53903 2.16795 -4.04707
H 0.74167 -2.19277 -2.12086
C 0.41021 2.90302 -0.97815
H -0.66099 2.51180 -5.90456
H 2.24793 -4.99369 -5.02022
H 3.93934 -2.65378 2.27057
H 0.50999 3.88043 5.75552
H 4.11698 -0.83510 -3.04406
H -3.84997 1.48647 4.10332
C 0.60621 -4.21011 1.41013
H 3.37727 -4.80402 4.23673
H 3.89343 2.00263 -2.99952
C -0.70820 1.60201 4.75277
N -5.18325 1.53010 -2.18416
C 0.09500 -1.96246 -4.15272
C 1.38092 -2.94294 4.58706
H 0.87040 4.31883 4.08003
H -0.27139 -2.01259 -6.27284
H -6.60872 2.54855 -5.05612
H 2.26129 3.05072 -1.98401
C 2.14544 -3.31375 3.30359
H 5.23833 1.13879 -2.25572
H -3.52356 -0.09832 4.77654
C 0.03084 4.33566 -1.17341
H 3.03464 2.24292 6.38759
S -2.47798 -0.28026 1.66375
N 0.98403 -3.53657 -5.73318
C 1.27576 3.85049 4.97889
C 1.57033 -3.68328 -3.44494
H 2.46359 0.68588 5.77132
N 0.72652 1.06555 2.92902
H -6.14341 0.92127 -0.47848
Br 2.64625 -4.52900 -2.12676
H 2.98091 -1.34162 2.97460
H 3.15248 -5.07288 2.50586
H -0.39319 -5.94824 -0.29908
H -0.81328 2.07443 5.72149
H 2.02708 -3.05977 5.45977
C -1.63334 2.41587 -5.44482
C -3.90323 1.65057 -5.47185
S -2.06306 -2.19974 -0.71714
C -1.79287 0.99154 4.18094
C 1.17445 -3.13712 2.14250
C -3.16893 0.93365 4.75472
S -1.80698 2.64924 0.54932
H 0.93749 -5.22488 1.58410
H 2.58677 2.93428 2.75597
C -4.03730 2.16769 -4.18832
C -0.77592 -2.60018 0.27804
C -1.88636 2.91958 -4.17764
H 1.37910 1.71829 6.71857
H 0.13097 4.87461 -0.22938
H 3.71618 3.01735 4.12134
H -1.11528 3.45929 -3.63937
H -8.43904 1.18072 -1.42496
N 1.14373 0.27616 -0.52726
C 0.78484 -2.58977 -3.12464
B -0.59210 -0.19788 1.02078
H 4.88410 -0.60498 -0.50265
C 4.26067 1.58115 -2.06207
Br -9.38600 2.12540 -4.08905
C 1.63856 -4.13856 -4.75090
C 3.33582 -2.35960 3.13188

Atomic partial charges in e from the Löwdin method, atoms 1 to 99:
1. C -0.678
2. C -0.666
3. H 0.039
4. C -0.056
5. C -0.060
6. C -0.204
7. C -0.096
8. H 0.073
9. C -0.029
10. H 0.093
11. C -0.552
12. H 0.084
13. C 0.068
14. H 0.085
15. H 0.090
16. H 0.089
17. O -0.166
18. C -0.109
19. H 0.087
20. H 0.120
21. C -0.527
22. C -0.073
23. C -0.765
24. C -0.196
25. C -0.039
26. H 0.085
27. O -0.166
28. Br 0.798
29. N 0.051
30. H 0.088
31. H 0.060
32. C -0.676
33. N 0.181
34. C -0.237
35. C -0.037
36. C -0.067
37. Rb 0.991
38. H 0.059
39. N -0.013
40. C -0.523
41. N -0.001
42. H 0.085
43. N 0.031
44. H 0.084
45. C -0.250
46. H 0.064
47. H 0.070
48. C -0.051
49. H 0.092
50. C -0.261
51. H 0.115
52. H 0.098
53. H 0.087
54. H 0.076
55. H 0.095
56. H 0.097
57. C 0.059
58. H 0.087
59. H 0.087
60. C 0.079
61. N 0.044
62. C -0.097
63. C -0.039
64. H 0.094
65. H 0.119
66. H 0.116
67. H 0.115
68. C -0.541
69. H 0.087
70. H 0.092
71. C -0.083
72. H 0.089
73. S 0.943
74. N 0.071
75. C -0.040
76. C -0.649
77. H 0.085
78. N 0.217
79. H 0.120
80. Br 0.732
81. H 0.063
82. H 0.090
83. H 0.082
84. H 0.125
85. H 0.085
86. C -0.084
87. C -0.057
88. S 0.636
89. C -0.209
90. C -0.205
91. C -0.023
92. S 0.705
93. H 0.118
94. H 0.084
95. C -0.307
96. C -0.653
97. C -0.135
98. H 0.080
99. H 0.084